Entry from the Open Molecules 2025 dataset: C2H3Cl2N in the gas phase (ωB97M-V with the def2-TZVPD basis set).

```
! RIJCOSX wB97M-V def2-TZVPD def2/J DEFGRID3
* xyz 0 1
H 0.733 -2.339 0.139
N 0.015 -1.636 -0.166
C 0.468 -0.469 -0.175
C -0.596 0.808 -0.127
Cl -0.501 1.217 1.613
Cl -0.088 2.198 -0.995
H 1.439 -0.132 0.039
H -1.469 0.354 -0.329
*
```

HOMO (eV): -10.3
Molar mass (g mol⁻¹): 112.0
Structure (SMILES): [H]/N=C/C(Cl)Cl
ΔE to the lowest compared entry with this formula, charge and spin (kcal/mol): 13.3
Orbital gap (eV): 11.17

---

Entry from the Open Molecules 2025 dataset: a 2-piece molecular cluster, C2H3Cl2N overall (ωB97M-V with the def2-TZVPD basis set).

```
! RIJCOSX wB97M-V def2-TZVPD def2/J DEFGRID3
* xyz 0 1
C 0.183 -0.003 -0.509
C -0.314 -0.909 0.513
N 0.570 -1.407 -0.377
Cl -2.603 -1.570 -0.041
Cl 2.172 -1.902 0.079
H -0.401 0.204 -1.394
H 0.864 0.786 -0.207
H -0.441 -0.934 1.571
*
```

HOMO (spin up / spin down) (eV): -10.0 / -10.0
Molar mass (g mol⁻¹): 112.0
ΔE to the lowest compared entry with this formula, charge and spin (kcal/mol): 74.8
Orbital gap (spin up / spin down) (eV): 8.47 / 8.47

---

Entry from the Open Molecules 2025 dataset: C2H3Cl2N as an isolated structure (ωB97M-V with the def2-TZVPD basis set).

```
! RIJCOSX wB97M-V def2-TZVPD def2/J DEFGRID3
* xyz 0 1
C 0.450 0.081 1.334
C -0.359 -0.239 -1.112
N 0.433 -0.860 0.520
Cl 0.731 0.846 -1.794
Cl -1.890 0.608 -0.681
H 1.036 -0.172 2.189
H 0.065 0.986 1.013
H -0.465 -1.251 -1.469
*
```

HOMO (eV): -9.5
Molar mass (g mol⁻¹): 112.0
ΔE to the lowest compared entry with this formula, charge and spin (kcal/mol): 44.6
Orbital gap (eV): 10.34

---

Entry from the Open Molecules 2025 dataset: C2H3Cl2NS in the gas phase (ωB97M-V with the def2-TZVPD basis set).

```
! RIJCOSX wB97M-V def2-TZVPD def2/J DEFGRID3
* xyz 0 1
S -1.084 -2.341 -0.629
N -0.173 -1.033 0.171
C -0.565 0.181 -0.098
C 0.552 1.165 0.226
Cl 0.025 2.380 1.390
Cl 1.476 1.752 -1.117
H 0.074 -3.264 -0.224
H -1.436 0.350 -0.709
H 1.130 0.811 0.990
*
```

HOMO (eV): -9.5
Molar mass (g mol⁻¹): 144.0
Structure (SMILES): S/N=C/C(Cl)Cl
ΔE to the lowest compared entry with this formula, charge and spin (kcal/mol): 45.0
Orbital gap (eV): 9.76

---

Entry from the Open Molecules 2025 dataset: C2H3Cl2O2S as an isolated structure (ωB97M-V with the def2-TZVPD basis set).

```
! RIJCOSX wB97M-V def2-TZVPD def2/J DEFGRID3
* xyz -1 3
C -0.173 1.067 -0.645
C 0.378 -0.289 -0.593
O -1.539 -0.997 1.837
O 0.822 -0.749 2.392
S -0.169 -1.366 1.491
Cl -0.413 -1.476 -1.770
Cl 2.152 -0.387 -0.681
H -0.070 1.735 -1.554
H 0.261 1.442 0.196
H -1.249 1.019 -0.674
*
```

HOMO (spin up / spin down) (eV): -0.6 / -5.0
Molar mass (g mol⁻¹): 162.0
⟨S²⟩: 2.01
ΔE to the lowest compared entry with this formula, charge and spin (kcal/mol): 12.1
Orbital gap (spin up / spin down) (eV): 4.07 / 7.75

---

Entry from the Open Molecules 2025 dataset: C2H3Cl2PS in the gas phase (ωB97M-V with the def2-TZVPD basis set).

```
! RIJCOSX wB97M-V def2-TZVPD def2/J DEFGRID3
* xyz 0 1
C -0.513 -0.838 -0.096
C -0.793 0.541 0.322
P 1.935 -0.487 0.570
S 3.231 -0.236 -0.863
Cl 0.676 1.591 0.095
Cl -2.053 1.424 -0.669
H -1.060 -1.543 0.409
H -0.478 -1.011 -1.109
H -0.945 0.559 1.340
*
```

HOMO (spin up / spin down) (eV): -8.2 / -8.2
Molar mass (g mol⁻¹): 161.0
ΔE to the lowest compared entry with this formula, charge and spin (kcal/mol): 78.7
Orbital gap (spin up / spin down) (eV): 7.20 / 7.20

---

Entry from the Open Molecules 2025 dataset: a 2-piece molecular cluster, C2H3Cl2PS overall (ωB97M-V with the def2-TZVPD basis set).

```
! RIJCOSX wB97M-V def2-TZVPD def2/J DEFGRID3
* xyz 0 1
S 1.471 2.631 -2.070
P 2.214 0.843 -2.963
Cl 4.172 1.038 -2.555
Cl 2.212 1.340 -4.920
H 0.374 2.027 -1.622
C -0.165 -1.494 0.856
C -0.105 -0.310 1.001
H -0.201 -2.537 0.741
H -0.080 0.734 1.123
*
```

HOMO (eV): -9.7
Molar mass (g mol⁻¹): 161.0
Structure (SMILES): SP(Cl)Cl.C#C
ΔE to the lowest compared entry with this formula, charge and spin (kcal/mol): 38.2
Orbital gap (eV): 10.20

---

Entry from the Open Molecules 2025 dataset: a 2-piece molecular cluster, C2H3Cl3O overall (ωB97M-V with the def2-TZVPD basis set).

```
! RIJCOSX wB97M-V def2-TZVPD def2/J DEFGRID3
* xyz 0 1
C 0.358 -0.973 -0.157
C -1.345 0.503 0.281
O 0.835 -0.451 -1.281
Cl -0.550 -2.439 -0.270
Cl -2.681 -0.581 0.317
Cl -1.476 1.417 -1.156
H 1.031 -0.879 0.572
H -1.190 1.196 1.225
H 0.188 0.074 -1.632
*
```

HOMO (eV): -9.2
Molar mass (g mol⁻¹): 149.4
ΔE to the lowest compared entry with this formula, charge and spin (kcal/mol): 68.9
Orbital gap (eV): 9.58

---

Entry from the Open Molecules 2025 dataset: C2H3Cl3OP as an isolated structure (ωB97M-V with the def2-TZVPD basis set).

```
! RIJCOSX wB97M-V def2-TZVPD def2/J DEFGRID3
* xyz 1 3
C 1.641 0.377 -0.288
C 0.775 -0.621 0.299
O 1.208 -0.840 -0.917
P -1.554 0.007 0.152
Cl -1.884 1.674 1.191
Cl -2.096 0.379 -1.713
Cl -2.792 -1.360 0.868
H 1.213 1.285 -0.693
H 2.695 0.400 -0.029
H 0.795 -1.301 1.128
*
```

HOMO (spin up / spin down) (eV): -11.5 / -16.3
Molar mass (g mol⁻¹): 180.4
⟨S²⟩: 2.01
ΔE to the lowest compared entry with this formula, charge and spin (kcal/mol): 2.2
Orbital gap (spin up / spin down) (eV): 7.28 / 7.16

---

Entry from the Open Molecules 2025 dataset: C2H3Cl3S in the gas phase (ωB97M-V with the def2-TZVPD basis set).

```
! RIJCOSX wB97M-V def2-TZVPD def2/J DEFGRID3
* xyz 0 1
S 2.428 -0.089 0.358
C 0.759 -0.018 1.054
C -0.398 -0.009 0.063
Cl -1.911 0.032 0.999
Cl -0.394 -1.453 -0.966
Cl -0.329 1.447 -0.960
H 2.457 1.213 -0.059
H 0.673 -0.921 1.660
H 0.643 0.848 1.709
*
```

HOMO (eV): -9.7
Molar mass (g mol⁻¹): 165.5
Structure (SMILES): SCC(Cl)(Cl)Cl
ΔE to the lowest compared entry with this formula, charge and spin (kcal/mol): 0.2
Orbital gap (eV): 10.27

---

Entry from the Open Molecules 2025 dataset: C2H3ClF2 in the gas phase (ωB97M-V with the def2-TZVPD basis set).

```
! RIJCOSX wB97M-V def2-TZVPD def2/J DEFGRID3
* xyz 0 1
F -0.909 -1.861 1.126
C -0.379 -1.125 0.057
F -1.036 -1.687 -1.017
C -0.603 0.420 -0.073
Cl -2.421 0.824 -0.046
H 0.741 -1.326 0.083
H -0.076 0.880 0.717
H -0.231 0.926 -1.009
*
```

HOMO (eV): -11.2
Molar mass (g mol⁻¹): 100.5
Structure (SMILES): FC(F)CCl
ΔE to the lowest compared entry with this formula, charge and spin (kcal/mol): 18.7
Orbital gap (eV): 12.01

---

Entry from the Open Molecules 2025 dataset: a 2-piece molecular cluster, C2H3ClF2 overall (ωB97M-V with the def2-TZVPD basis set).

```
! RIJCOSX wB97M-V def2-TZVPD def2/J DEFGRID3
* xyz 0 1
C -1.420 0.533 -0.239
C 1.126 -0.503 0.259
F 1.744 0.433 -0.465
F 1.034 -1.680 -0.503
Cl 1.771 -0.576 1.814
H -0.841 0.420 -1.232
H -2.134 -0.135 0.118
H -1.280 1.509 0.248
*
```

HOMO (spin up / spin down) (eV): -8.3 / -8.3
Molar mass (g mol⁻¹): 100.5
ΔE to the lowest compared entry with this formula, charge and spin (kcal/mol): 113.2
Orbital gap (spin up / spin down) (eV): 7.02 / 7.02

---

Entry from the Open Molecules 2025 dataset: C2H3ClF2 in the gas phase (ωB97M-V with the def2-TZVPD basis set).

```
! RIJCOSX wB97M-V def2-TZVPD def2/J DEFGRID3
* xyz 0 1
F 2.221 -0.433 -0.267
C 1.056 -0.472 0.445
C -0.020 0.216 -0.305
F 0.045 1.536 0.129
Cl -1.691 -0.428 -0.020
H 1.048 0.145 1.352
H 0.927 -1.563 0.712
H 0.165 0.301 -1.313
*
```

HOMO (eV): -11.6
Molar mass (g mol⁻¹): 100.5
Structure (SMILES): FC[C@H](F)Cl
ΔE to the lowest compared entry with this formula, charge and spin (kcal/mol): 21.4
Orbital gap (eV): 12.58

---

Entry from the Open Molecules 2025 dataset: a 2-piece molecular cluster, C2H3ClF2OS overall (ωB97M-V with the def2-TZVPD basis set).

```
! RIJCOSX wB97M-V def2-TZVPD def2/J DEFGRID3
* xyz 0 1
C 0.017 -1.078 2.174
C -0.209 0.079 1.669
F 0.629 1.140 1.582
F -1.392 0.546 1.127
H -0.587 -1.966 2.169
H 1.093 -1.310 2.307
O 0.856 0.525 -3.525
S 0.590 0.282 -1.900
Cl -1.044 1.463 -1.643
H 0.047 0.318 -3.959
*
```

HOMO (eV): -9.1
Molar mass (g mol⁻¹): 148.6
Structure (SMILES): C=C(F)F.OSCl
ΔE to the lowest compared entry with this formula, charge and spin (kcal/mol): 2.8
Orbital gap (eV): 9.24

---

Entry from the Open Molecules 2025 dataset: a 2-piece molecular cluster, C2H3ClF2S overall (ωB97M-V with the def2-TZVPD basis set).

```
! RIJCOSX wB97M-V def2-TZVPD def2/J DEFGRID3
* xyz 0 1
C 1.473 -0.264 -0.032
C 0.214 -0.423 -0.304
F -0.286 0.310 -1.323
F -0.627 -1.238 0.270
H 2.297 0.315 -0.471
H 1.958 -0.739 0.769
S -3.741 -1.191 0.242
Cl -3.583 0.889 -0.041
H -3.185 -0.908 1.444
*
```

HOMO (eV): -9.5
Molar mass (g mol⁻¹): 132.6
Structure (SMILES): C=C(F)F.SCl
ΔE to the lowest compared entry with this formula, charge and spin (kcal/mol): 40.0
Orbital gap (eV): 9.03

---

Entry from the Open Molecules 2025 dataset: a 2-piece molecular cluster, C2H3ClF2S overall (ωB97M-V with the def2-TZVPD basis set).

```
! RIJCOSX wB97M-V def2-TZVPD def2/J DEFGRID3
* xyz 0 3
C -1.276 1.231 0.371
C -1.482 -0.086 0.126
F -2.258 -0.836 0.879
F -0.963 -0.942 -0.771
S 3.449 -1.359 -0.476
Cl 2.741 0.441 -0.163
H 2.217 -1.924 -0.867
H -1.752 1.719 1.166
H -0.676 1.756 -0.265
*
```

HOMO (spin up / spin down) (eV): -6.0 / -10.1
Molar mass (g mol⁻¹): 132.6
⟨S²⟩: 2.01
ΔE to the lowest compared entry with this formula, charge and spin (kcal/mol): 18.0
Orbital gap (spin up / spin down) (eV): 6.61 / 7.38

---

Entry from the Open Molecules 2025 dataset: a 2-piece molecular cluster, C2H3ClFN overall (ωB97M-V with the def2-TZVPD basis set).

```
! RIJCOSX wB97M-V def2-TZVPD def2/J DEFGRID3
* xyz 0 1
C 0.742 0.772 -0.356
C -1.352 1.798 0.325
N -0.402 1.296 -0.284
F -2.500 2.176 -0.243
Cl -2.529 -1.500 0.501
H 1.708 1.296 -0.410
H 0.760 -0.357 0.020
H -1.592 -0.732 -0.029
*
```

HOMO (spin up / spin down) (eV): -9.0 / -9.0
Molar mass (g mol⁻¹): 95.5
ΔE to the lowest compared entry with this formula, charge and spin (kcal/mol): 58.4
Orbital gap (spin up / spin down) (eV): 8.64 / 8.64

---

Entry from the Open Molecules 2025 dataset: a 2-piece molecular cluster, C2H3ClFNO2 overall (ωB97M-V with the def2-TZVPD basis set).

```
! RIJCOSX wB97M-V def2-TZVPD def2/J DEFGRID3
* xyz 0 1
C 0.252 1.310 1.873
C 0.179 -0.010 1.908
F -1.005 -0.731 1.764
Cl 1.602 -1.022 2.228
H 1.151 1.744 1.868
H -0.668 1.929 1.873
O -1.559 0.301 -1.806
N -2.062 -0.665 -1.377
O -1.897 -1.822 -2.147
H -2.387 -2.479 -1.639
*
```

HOMO (eV): -10.1
Molar mass (g mol⁻¹): 127.5
Structure (SMILES): C=C(F)Cl.O=NO
ΔE to the lowest compared entry with this formula, charge and spin (kcal/mol): 57.5
Orbital gap (eV): 10.45

---

Entry from the Open Molecules 2025 dataset: C2H3ClFNOS in the gas phase (ωB97M-V with the def2-TZVPD basis set).

```
! RIJCOSX wB97M-V def2-TZVPD def2/J DEFGRID3
* xyz 0 1
C 0.066 1.167 0.650
N 0.309 0.008 -0.159
S 1.586 -0.995 0.060
Cl 0.891 -2.460 1.336
C -0.792 -0.529 -1.232
O -1.851 -0.041 -1.350
F -0.297 -1.547 -1.881
H -0.219 2.015 0.027
H -0.704 0.990 1.403
H 1.010 1.393 1.147
*
```

HOMO (eV): -9.3
Molar mass (g mol⁻¹): 143.6
Structure (SMILES): CN(SCl)C(=O)F
ΔE to the lowest compared entry with this formula, charge and spin (kcal/mol): 17.7
Orbital gap (eV): 9.48

---

Entry from the Open Molecules 2025 dataset: a 2-piece molecular cluster, C2H3ClN overall (ωB97M-V with the def2-TZVPD basis set).

```
! RIJCOSX wB97M-V def2-TZVPD def2/J DEFGRID3
* xyz 1 1
C 1.301 -0.680 0.662
C -0.987 0.217 0.332
N 0.298 -0.191 0.474
Cl -2.049 -0.398 1.569
H 2.344 -1.126 0.819
H -1.034 1.422 0.377
H -1.106 -0.517 -0.938
*
```

HOMO (eV): -16.0
Molar mass (g mol⁻¹): 76.5
ΔE to the lowest compared entry with this formula, charge and spin (kcal/mol): 31.1
Orbital gap (eV): 10.59